# 1
Here is BeH8O4 as an isolated structure in a non-equilibrium geometry from the OMol25 dataset. Energies are from ωB97M-V/def2-TZVPD.

## Properties
Kohn-Sham gap: 15.0 eV
energy relative to the best compared isomer or geometry (same formula, charge and spin): 48.3 kJ/mol
E_tot: -8707.4016 eV
lowest unoccupied orbital energy: -8.17 eV
total charge: +2

Cartesian coordinates (Å):
Be: -0.076 0.004 -0.024
O: -1.056 -0.283 -1.247
H: -0.645 -0.426 -2.084
H: -1.959 -0.403 -1.486
O: -0.684 -0.338 1.465
H: -1.128 0.377 1.921
H: -0.656 -1.018 2.174
O: 0.234 1.597 0.023
H: 0.324 2.215 -0.757
H: 0.821 1.802 0.718
O: 1.454 -0.779 -0.292
H: 2.058 -1.159 0.414
H: 1.312 -1.588 -0.825

***

# 2
Here is a 8-piece molecular cluster, C15H45O8 overall in a non-equilibrium geometry from the OMol25 dataset. Energies are from ωB97M-V/def2-TZVPD.

## Properties
Kohn-Sham gap: 4.8 eV
energy relative to the best compared isomer or geometry (same formula, charge and spin): 195.9 kJ/mol
E_tot: -32660.9297 eV
lowest unoccupied orbital energy: 2.46 eV
total charge: -1

Cartesian coordinates (Å):
C: 0.562 0.070 0.685
O: 0.199 0.174 2.009
H: 1.586 -0.268 0.524
H: -0.074 -0.574 0.077
H: 0.572 0.999 0.116
C: -6.728 -0.744 2.185
C: -5.216 -1.120 2.332
O: -4.549 0.044 2.734
H: -7.396 -1.525 1.822
H: -6.855 0.014 1.412
H: -7.031 -0.340 3.150
H: -4.802 -1.513 1.404
H: -5.068 -1.921 3.056
H: -3.606 -0.082 2.608
C: -0.730 -6.973 2.189
C: -0.793 -5.542 1.721
O: -0.356 -4.640 2.705
H: -1.369 -7.071 3.067
H: 0.228 -7.275 2.613
H: -0.976 -7.620 1.346
H: -1.817 -5.304 1.431
H: -0.162 -5.371 0.848
H: -0.276 -3.767 2.313
C: -3.702 5.736 -1.075
C: -3.088 4.323 -0.859
O: -2.828 4.184 0.515
H: -3.920 5.995 -2.111
H: -3.026 6.511 -0.713
H: -4.601 5.879 -0.475
H: -2.086 4.250 -1.282
H: -3.765 3.534 -1.188
H: -2.601 3.267 0.685
C: 5.880 2.029 1.547
C: 5.589 2.743 2.880
O: 4.290 3.156 2.961
H: 6.914 1.700 1.650
H: 5.738 2.698 0.699
H: 5.187 1.197 1.420
H: 6.175 3.655 2.997
H: 5.794 2.091 3.729
H: 4.095 3.701 2.196
C: -3.473 -3.108 -2.828
C: -3.148 -1.604 -2.974
O: -3.798 -1.141 -4.123
H: -4.491 -3.385 -2.553
H: -2.883 -3.576 -2.040
H: -3.216 -3.649 -3.739
H: -2.089 -1.353 -3.044
H: -3.672 -1.194 -2.111
H: -3.486 -0.240 -4.229
C: 2.361 5.055 -1.953
C: 2.117 5.903 -0.698
O: 3.361 5.893 0.045
H: 1.431 4.978 -2.516
H: 2.679 4.045 -1.692
H: 3.065 5.509 -2.650
H: 1.319 5.469 -0.095
H: 1.844 6.934 -0.922
H: 4.044 6.423 -0.372
C: 3.836 -4.003 -1.539
C: 5.293 -4.238 -1.866
O: 5.417 -4.419 -3.275
H: 3.200 -4.854 -1.783
H: 3.400 -3.163 -2.078
H: 3.649 -3.837 -0.478
H: 5.684 -5.080 -1.294
H: 5.824 -3.321 -1.611
H: 6.345 -4.344 -3.509

***

# 3
Here is one molecule with the formula CH3NO2 in a non-equilibrium geometry from the OMol25 dataset. Energies are from ωB97M-V/def2-TZVPD.

## Properties
Kohn-Sham gap: 10.8 eV
energy relative to the best compared isomer or geometry (same formula, charge and spin): 421.4 kJ/mol
E_tot: -6667.2967 eV
structure (SMILES): C[N+](=O)[O-]
lowest unoccupied orbital energy: -0.30 eV

Cartesian coordinates (Å):
C: -0.249 -0.031 0.008
N: -1.673 0.089 0.025
O: -2.243 0.943 0.660
O: -2.239 -0.864 -0.680
H: 0.239 0.871 -0.393
H: 0.233 -0.150 1.050
H: -0.097 -0.834 -0.629

***

# 4
Here is C15H15N10O2S4Ti as an isolated structure from the OMol25 dataset. Energies are from ωB97M-V/def2-TZVPD.

## Properties
Kohn-Sham gap (alpha / beta): 6.8 / 7.0 eV
<S²>: 0.76
energy relative to the best compared isomer or geometry (same formula, charge and spin): 69.2 kJ/mol
spin multiplicity: 2
E_tot: -101248.7537 eV
lowest unoccupied orbital energy (alpha / beta): -0.99 / -1.29 eV

Cartesian coordinates (Å):
Ti: 0.663 0.077 -0.712
N: -2.676 -0.819 0.853
N: -3.343 -0.089 -0.132
C: -2.665 0.348 -1.213
N: -3.313 1.161 -2.062
N: -1.439 -0.122 -1.395
N: -0.662 0.425 -2.429
O: -0.937 1.385 -3.164
O: 0.430 -0.349 -2.622
H: -3.256 -1.595 1.138
H: -2.471 -0.191 1.625
H: -4.152 0.453 0.140
H: -4.218 1.519 -1.815
H: -2.763 1.612 -2.780
S: 4.668 2.094 -1.211
C: 5.055 0.446 -0.958
C: 3.948 -0.329 -0.772
C: 2.733 0.410 -0.825
C: 2.991 1.735 -1.072
C: 1.927 2.727 -1.092
C: 2.069 4.041 -1.538
C: 0.990 4.896 -1.450
C: -0.218 4.436 -0.932
C: -0.304 3.112 -0.555
N: 0.740 2.279 -0.630
H: 6.087 0.130 -0.956
H: 3.992 -1.394 -0.598
H: 3.018 4.371 -1.937
H: 1.083 5.921 -1.784
H: -1.082 5.077 -0.835
H: -1.218 2.698 -0.138
S: 0.851 -2.214 -0.050
C: 0.791 -1.624 1.578
S: 0.691 0.103 1.699
C: 0.750 -2.423 2.693
C: 0.807 -3.843 2.600
N: 0.855 -4.989 2.513
C: 0.582 -1.811 3.967
N: 0.396 -1.284 4.974
N: -1.210 1.346 4.270
C: -1.308 2.230 3.273
N: -0.274 3.063 3.086
S: -2.694 2.324 2.304
H: -0.322 1.091 4.679
H: -1.918 0.635 4.321
H: 0.609 2.927 3.548
H: -0.323 3.706 2.316

***

# 5
Here is a 2-piece molecular cluster, C5H12NO overall from the OMol25 dataset. Energies are from ωB97M-V/def2-TZVPD.

## Properties
Kohn-Sham gap (alpha / beta): 6.6 / 10.6 eV
<S²>: 0.75
energy relative to the best compared isomer or geometry (same formula, charge and spin): 45.7 kJ/mol
spin multiplicity: 2
E_tot: -8914.7139 eV
lowest unoccupied orbital energy (alpha / beta): 1.00 / 0.98 eV

Cartesian coordinates (Å):
O: -0.128 1.334 0.623
C: -0.023 1.730 -0.509
C: 0.989 1.263 -1.510
C: 0.331 0.865 -2.834
H: -0.626 2.600 -0.847
H: 1.633 0.482 -1.112
H: 1.642 2.124 -1.703
H: -0.367 0.040 -2.673
H: 1.087 0.516 -3.535
H: -0.233 1.678 -3.291
C: -0.446 -0.970 2.521
C: -0.520 -1.972 0.227
N: -0.118 -1.981 1.533
H: 0.443 -0.454 2.879
H: -0.997 -1.446 3.337
H: -1.137 -0.273 2.058
H: -0.800 -1.036 -0.224
H: -0.529 -2.901 -0.318
H: 0.367 -2.806 1.836

***

# 6
Here is C10H12Cl2N3O6STl as an isolated structure from the OMol25 dataset. Energies are from ωB97M-V/def2-TZVPD.

## Properties
Kohn-Sham gap: 9.3 eV
energy relative to the best compared isomer or geometry (same formula, charge and spin): 11.0 kJ/mol
E_tot: -67893.9777 eV
lowest unoccupied orbital energy: -0.19 eV

Cartesian coordinates (Å):
Tl: 0.273 0.162 -0.055
C: 1.783 1.258 4.765
N: 0.720 0.543 4.069
C: -0.312 -0.071 4.728
C: -1.287 -0.730 4.090
C: -1.276 -0.806 2.636
O: -2.126 -1.395 1.980
N: -0.221 -0.154 2.030
C: 0.774 0.501 2.695
O: 1.689 1.035 2.067
H: 1.594 1.199 5.834
H: 1.804 2.299 4.450
H: 2.749 0.811 4.537
H: -0.285 0.013 5.806
H: -2.094 -1.204 4.626
C: -1.787 -3.300 -2.332
S: -1.849 -2.519 -0.730
C: -1.805 -3.992 0.270
O: -0.433 -1.949 -0.586
H: -0.901 -3.931 -2.388
H: -1.734 -2.501 -3.069
H: -2.701 -3.875 -2.475
H: -0.904 -4.548 0.016
H: -2.704 -4.575 0.066
H: -1.801 -3.663 1.306
Cl: -1.574 0.552 -2.770
C: -2.434 1.640 -1.643
Cl: -3.181 0.710 -0.327
C: -1.443 2.655 -1.043
O: -1.695 3.828 -1.194
O: -0.446 2.166 -0.388
H: -3.205 2.162 -2.195
O: 4.153 0.302 -1.501
C: 3.002 0.114 -1.380
N: 1.828 -0.139 -1.359